[1]
10
Properties=species:S:1:pos:R:3 method="wB97M-V/def2-TZVPD" de_lowest_ev=4.627 homo_lumo_gap_ev=7.24
C 1.075 -0.056 0.934
C -0.221 -0.676 0.903
N -1.203 -0.528 -0.111
C -0.867 0.240 -1.082
N 0.339 0.928 -1.220
C 1.220 0.777 -0.277
H -0.707 -0.701 1.910
H -0.204 -1.731 1.271
H -1.572 0.405 -1.898
H 2.141 1.344 -0.428

[2]
10
Properties=species:S:1:pos:R:3 method="wB97M-V/def2-TZVPD" de_lowest_ev=3.896 smiles=c1ccnnc1 homo_lumo_gap_ev=9.54
C 0.539 0.818 -0.387
C -0.574 0.812 0.355
C -1.183 -0.502 -0.001
N -0.624 -1.655 -0.145
N 0.688 -1.622 0.214
C 1.200 -0.455 0.021
H 0.984 1.624 -0.976
H -1.047 1.624 0.914
H -2.030 -0.375 -0.654
H 2.047 -0.269 0.659

[3]
10
Properties=species:S:1:pos:R:3 method="wB97M-V/def2-TZVPD" de_lowest_ev=3.404 homo_lumo_gap_ev=10.31
C -0.616 0.069 0.418
C -0.169 1.301 -0.293
N 1.063 1.111 -0.621
C 1.040 -0.118 0.138
N 0.790 -1.308 -0.643
C -0.453 -1.221 -0.312
H -1.351 0.139 1.232
H -0.730 2.214 -0.475
H 1.627 -0.196 1.045
H -1.200 -1.991 -0.489

[4]
10
Properties=species:S:1:pos:R:3 method="wB97M-V/def2-TZVPD" de_lowest_ev=3.601 smiles=C#C.C#C.N#N homo_lumo_gap_ev=11.54
C -0.012 -1.679 0.774
C -1.120 -1.724 0.309
H 0.957 -1.703 1.215
H -2.102 -1.760 -0.103
C 1.194 1.676 -0.254
C 1.717 0.674 0.149
H 0.739 2.563 -0.622
H 2.254 -0.174 0.497
N -2.093 0.589 -0.974
N -1.533 1.538 -0.989

[5]
10
Properties=species:S:1:pos:R:3 method="wB97M-V/def2-TZVPD" de_lowest_ev=5.050 homo_lumo_gap_ev="7.60 / 7.59"
C -1.045 0.011 0.521
C -0.647 1.282 0.805
N 1.674 1.506 0.034
N 1.766 0.474 -0.461
C 1.050 -0.668 -0.728
C -0.199 -0.870 -0.225
H -2.040 -0.402 0.742
H -1.511 1.876 1.171
H 1.584 -1.366 -1.348
H -0.627 -1.832 -0.500

[6]
10
Properties=species:S:1:pos:R:3 method="wB97M-V/def2-TZVPD" de_lowest_ev=3.749 smiles=C#C.C#C.N#N homo_lumo_gap_ev=11.39
C 0.804 -1.387 -0.757
C -0.071 -1.262 -1.570
H 1.617 -1.605 -0.109
H -0.838 -1.186 -2.302
C 0.125 1.242 1.582
C 1.048 0.520 1.325
H -0.673 1.901 1.831
H 1.928 -0.061 1.201
N -1.955 0.629 -1.068
N -1.984 1.210 -0.133

[7]
10
Properties=species:S:1:pos:R:3 method="wB97M-V/def2-TZVPD" de_lowest_ev=1.814 smiles=c1ccnnc1 homo_lumo_gap_ev=9.53
C -0.679 -0.215 -0.809
C 0.178 -1.063 -0.040
C 0.743 -0.518 1.110
N 0.725 0.877 1.314
N 0.271 1.674 0.383
C -0.492 1.158 -0.684
H -1.447 -0.762 -1.382
H 0.342 -2.055 -0.492
H 1.240 -1.055 1.943
H -0.882 1.959 -1.343

[8]
10
Properties=species:S:1:pos:R:3 method="wB97M-V/def2-TZVPD" de_lowest_ev=6.763 homo_lumo_gap_ev="8.71 / 7.70"
C 1.128 -0.637 0.303
C 1.497 0.654 -0.058
C -1.281 -0.281 0.564
C -1.639 0.762 -0.099
N 0.060 -0.143 1.031
N 0.490 1.240 0.599
H 1.403 -1.665 0.162
H 2.328 1.114 -0.544
H -1.780 -1.214 0.771
H -1.967 1.644 -0.566

[9]
11
Properties=species:S:1:pos:R:3 method="wB97M-V/def2-TZVPD" de_lowest_ev=0.855 charge=+1 homo_lumo_gap_ev=7.51
Na 1.119 -3.842 -2.251
N 0.233 -0.799 -0.468
N -0.456 1.567 0.918
C -1.034 -0.372 -0.365
C -1.373 0.795 0.319
C 1.150 -0.027 0.131
C 0.810 1.140 0.815
H -1.806 -0.986 -0.847
H -2.420 1.121 0.388
H 2.196 -0.353 0.062
H 1.582 1.754 1.297

[10]
11
Properties=species:S:1:pos:R:3 method="wB97M-V/def2-TZVPD" de_lowest_ev=1.725 smiles=CC(O)(C#N)C#N homo_lumo_gap_ev=12.79
C 0.032 1.054 -0.799
C -0.046 -0.046 0.253
O 0.078 0.503 1.494
C -1.285 -0.884 0.156
N -2.198 -1.561 -0.006
C 1.078 -1.036 0.030
N 1.921 -1.777 -0.021
H -0.204 1.953 -0.283
H -0.653 0.863 -1.629
H 1.068 1.083 -1.377
H 0.209 -0.152 2.182

[11]
11
Properties=species:S:1:pos:R:3 method="wB97M-V/def2-TZVPD" de_lowest_ev=3.766 smiles="N#CC(=O)N1CC1" homo_lumo_gap_ev=10.50
N -0.430 -0.447 -2.218
C -0.346 -0.024 -1.148
C -0.698 0.634 0.232
O -1.686 1.321 0.390
N 0.521 0.262 1.129
C 0.742 -1.234 0.963
C 1.653 -0.327 0.315
H -0.136 -1.435 0.252
H 0.734 -1.690 2.005
H 2.580 -0.082 0.774
H 1.575 -0.356 -0.704

[12]
11
Properties=species:S:1:pos:R:3 method="wB97M-V/def2-TZVPD" de_lowest_ev=0.367 smiles="O=c1cc[nH]cn1" homo_lumo_gap_ev=9.87
O 2.270 -1.398 0.202
C 1.237 -0.831 -0.085
C 1.105 0.627 -0.068
C -0.101 1.177 0.102
N -1.204 0.353 0.141
C -1.063 -0.963 -0.209
N 0.062 -1.535 -0.441
H 1.992 1.231 -0.137
H -0.290 2.244 0.139
H -2.005 0.602 0.698
H -2.004 -1.507 -0.340

[13]
11
Properties=species:S:1:pos:R:3 method="wB97M-V/def2-TZVPD" de_lowest_ev=2.532 smiles="[H]/N=c1/cccno1" homo_lumo_gap_ev=9.34
H 2.693 0.868 -0.333
N 2.340 -0.093 -0.370
C 1.135 0.014 -0.005
C 0.171 -1.107 0.088
C -1.113 -0.729 0.069
C -1.435 0.692 -0.037
N -0.614 1.657 0.146
O 0.695 1.269 0.360
H 0.510 -2.152 0.158
H -1.938 -1.422 0.166
H -2.444 1.004 -0.241

[14]
11
Properties=species:S:1:pos:R:3 method="wB97M-V/def2-TZVPD" de_lowest_ev=1.623 smiles="O/C=C1/C=NC=N1" homo_lumo_gap_ev=9.04
O -2.396 -0.447 0.011
C -1.540 0.549 0.032
C -0.185 0.358 -0.162
C 1.004 1.026 -0.064
N 2.099 0.269 0.098
C 1.534 -1.028 0.020
N 0.212 -1.054 -0.123
H -1.922 -1.261 -0.002
H -2.120 1.448 0.324
H 1.192 2.054 -0.241
H 2.122 -1.915 0.107

[15]
11
Properties=species:S:1:pos:R:3 method="wB97M-V/def2-TZVPD" de_lowest_ev=2.841 homo_lumo_gap_ev=9.93
O -2.035 1.134 1.189
C -1.128 0.608 0.583
C 0.017 -0.050 1.253
C 0.991 -0.622 0.533
N 1.019 -0.511 -0.888
C -0.221 -0.122 -1.423
N -1.171 0.503 -0.829
H 0.026 -0.051 2.338
H 1.788 -1.209 0.998
H 0.940 0.624 -1.257
H -0.225 -0.302 -2.496

[16]
11
Properties=species:S:1:pos:R:3 method="wB97M-V/def2-TZVPD" de_lowest_ev=0.978 homo_lumo_gap_ev=9.92
H -2.069 0.112 1.685
N -2.172 1.037 1.259
C -1.278 1.243 0.384
C -0.185 0.356 -0.045
N 0.771 0.700 -0.849
C 1.557 -0.430 -0.950
C 1.018 -1.413 -0.193
O -0.106 -0.917 0.399
H -1.256 2.193 -0.152
H 2.450 -0.441 -1.557
H 1.270 -2.441 0.018

[17]
11
Properties=species:S:1:pos:R:3 method="wB97M-V/def2-TZVPD" de_lowest_ev=3.890 smiles=N#CC(C#N)CO homo_lumo_gap_ev=11.55
N -1.236 2.052 -1.185
C -0.766 1.429 -0.265
C -0.007 0.481 0.669
C -0.359 -0.055 2.056
N -0.999 -0.357 2.946
C 0.579 -0.414 -0.572
O -0.517 -1.398 -0.955
H 0.971 1.055 0.622
H 0.851 0.078 -1.414
H 1.484 -0.878 -0.156
H -0.001 -1.992 -1.747

[18]
11
Properties=species:S:1:pos:R:3 method="wB97M-V/def2-TZVPD" de_lowest_ev=2.906 homo_lumo_gap_ev=9.11
N 0.317 -1.923 1.179
C -0.499 -1.078 0.834
C -1.371 -0.119 0.570
N -1.185 1.022 -0.228
C -0.069 1.350 -0.745
C 1.262 0.658 -0.606
O 1.802 0.105 -1.534
H 0.391 -2.746 0.581
H -2.372 -0.247 0.971
H -0.056 2.242 -1.376
H 1.754 0.709 0.385

[19]
12
Properties=species:S:1:pos:R:3 method="wB97M-V/def2-TZVPD" de_lowest_ev=7.715 homo_lumo_gap_ev=8.71
C -0.503 0.872 0.706
C 0.089 -0.149 -1.029
C 1.150 -1.375 -0.843
C 0.678 0.360 0.047
H -0.230 0.545 2.824
H -2.062 1.853 -0.443
H 1.965 -1.458 -1.595
H 0.842 -2.480 -0.608
N -1.456 0.991 -0.245
N -1.322 0.126 -1.185
O -0.846 1.348 2.094
O 1.695 -0.634 0.277

[20]
12
Properties=species:S:1:pos:R:3 method="wB97M-V/def2-TZVPD" de_lowest_ev=7.369 smiles="C=[N+]([O-])O.C#CC#N" homo_lumo_gap_ev=9.44
C -0.774 1.345 0.840
N -1.284 0.371 0.139
O -1.933 -0.586 0.428
O -0.926 0.435 -1.235
H 0.056 1.881 0.373
H -1.041 1.618 1.830
H -0.920 -0.439 -1.612
C 1.110 -1.699 0.895
C 1.475 -1.005 -0.014
C 1.935 -0.249 -1.066
N 2.018 0.499 -1.939
H 0.282 -2.173 1.362

[21]
12
Properties=species:S:1:pos:R:3 method="wB97M-V/def2-TZVPD" de_lowest_ev=5.237 homo_lumo_gap_ev=10.92
C -0.572 -0.123 -1.592
C 0.172 -0.444 0.263
C 0.534 0.088 1.620
C -0.220 0.816 -0.359
H -0.699 -2.151 -0.788
H 1.199 -0.653 -0.115
H 0.689 -0.446 2.579
H -1.200 1.090 0.101
N -0.804 -1.147 -0.586
N 0.846 1.314 1.500
O -0.642 -0.123 -2.796
O 0.696 1.780 0.172

[22]
12
Properties=species:S:1:pos:R:3 method="wB97M-V/def2-TZVPD" de_lowest_ev=5.311 smiles="C=C(C#N)C[N+](=O)[O-]" homo_lumo_gap_ev=10.28
C 0.526 1.420 -0.238
C 0.835 0.151 0.006
C 2.098 -0.509 -0.145
N 3.045 -1.138 -0.251
C -0.374 -0.853 0.448
N -1.644 -0.292 -0.097
O -1.582 0.296 -1.172
O -2.702 -0.454 0.507
H -0.418 1.871 -0.020
H 1.271 2.218 -0.489
H -0.440 -1.857 -0.115
H -0.616 -0.853 1.566

[23]
12
Properties=species:S:1:pos:R:3 method="wB97M-V/def2-TZVPD" de_lowest_ev=4.393 homo_lumo_gap_ev=8.55
H -3.112 -0.236 -0.762
N -2.368 -1.122 -0.439
C -1.391 -0.411 0.096
N -1.606 0.943 0.027
C -0.390 1.396 -0.077
C 0.613 0.395 0.163
C 1.999 0.392 -0.080
O 2.799 -0.661 -0.234
O -0.136 -0.761 0.720
H -0.245 2.403 0.083
H 2.421 1.346 -0.563
H 2.471 -1.515 -0.382

[24]
12
Properties=species:S:1:pos:R:3 method="wB97M-V/def2-TZVPD" de_lowest_ev=4.868 homo_lumo_gap_ev=8.12
C 0.491 -1.033 1.273
C 0.253 -0.204 0.105
C -1.105 0.567 -1.694
C -0.291 -0.654 -1.214
H 1.044 0.322 2.333
H 0.591 -2.126 1.052
H 0.246 2.081 1.050
H -1.429 0.552 -2.777
N 0.101 1.260 0.079
N -0.633 1.644 -0.949
O 0.936 -0.670 2.422
O -0.207 -1.739 -1.679

[25]
13
Properties=species:S:1:pos:R:3 method="wB97M-V/def2-TZVPD" charge=-2 homo_lumo_gap_ev=4.60
C -0.431 1.661 -0.124
C -2.248 0.105 0.381
C -0.081 -0.925 -0.217
C 1.910 0.338 -0.044
N -1.467 -0.964 0.069
N 0.491 0.221 0.187
O -0.015 2.424 0.782
O 0.498 -1.944 -0.676
S -3.915 -0.076 0.023
H 2.271 -0.235 -0.861
H 2.275 1.425 -0.056
H 2.485 -0.114 0.725
H -1.773 -1.917 -0.189

[26]
13
Properties=species:S:1:pos:R:3 method="wB97M-V/def2-TZVPD" de_lowest_ev=1.672 smiles="Nc1csnc1C(=O)O" homo_lumo_gap_ev=8.71
N 0.755 -0.367 -2.183
C 0.015 -0.673 -1.007
C -0.820 -1.634 -0.695
S -1.596 -1.465 0.879
N -0.566 -0.074 1.242
C 0.087 0.272 0.117
C 0.994 1.440 0.204
O 1.416 2.078 -0.790
O 1.216 1.666 1.520
H 1.010 0.721 -2.298
H -0.001 -0.576 -2.930
H -1.126 -2.630 -1.194
H 1.629 2.622 1.408

[27]
13
Properties=species:S:1:pos:R:3 method="wB97M-V/def2-TZVPD" de_lowest_ev=7.311 smiles="CC(=O)O[N+]([O-])=C=C=N" homo_lumo_gap_ev="8.61 / 8.61"
C -1.707 1.134 -0.070
C -0.337 1.462 0.340
O -0.025 2.290 1.131
O 0.535 0.883 -0.455
N 2.213 1.189 -0.332
O 2.408 2.307 -0.609
C 2.968 0.248 -0.098
C 3.520 -0.823 0.384
N 4.146 -1.792 0.580
H -2.409 1.573 0.546
H -1.851 1.280 -1.188
H -1.737 0.072 -0.143
H 4.965 -1.793 1.105

[28]
13
Properties=species:S:1:pos:R:3 method="wB97M-V/def2-TZVPD" de_lowest_ev=5.440 smiles="CNC(=C=O)C(=O)N=O" homo_lumo_gap_ev="6.40 / 5.95"
C 0.443 -0.228 -0.136
N -0.472 0.768 0.365
C -0.812 0.777 1.704
C 0.109 0.559 2.659
O 0.818 0.510 3.571
C -2.304 1.060 2.089
O -2.619 1.234 3.242
N -3.251 0.926 1.079
O -2.997 1.097 -0.120
H 0.882 0.142 -1.063
H 1.236 -0.401 0.593
H -0.055 -1.183 -0.343
H -1.278 0.960 -0.243

[29]
14
Properties=species:S:1:pos:R:3 method="wB97M-V/def2-TZVPD" de_lowest_ev=3.310 smiles="C#CNC(=O)OCON=O" homo_lumo_gap_ev=9.48
C -2.146 -0.402 -1.955
C -1.387 -1.101 -1.290
N -0.250 -1.858 -0.781
C -0.113 -1.552 0.648
O -0.919 -2.034 1.428
O 0.909 -0.760 1.205
C 1.036 0.515 0.542
O 1.632 1.476 1.454
N 0.696 2.428 1.839
O 0.822 3.355 1.109
H -2.716 0.123 -2.773
H 0.613 -1.562 -1.260
H 1.765 0.428 -0.331
H 0.057 0.946 0.165

[30]
12
Properties=species:S:1:pos:R:3 method="wB97M-V/def2-TZVPD" de_lowest_ev=2.777 smiles=Oc1cnc(S)cn1 homo_lumo_gap_ev=8.68
O 2.649 0.040 0.141
C 1.351 0.268 0.201
C 0.603 -0.937 -0.152
N -0.644 -0.977 0.025
C -1.200 0.235 0.069
S -3.007 0.144 0.175
C -0.531 1.422 -0.151
N 0.859 1.414 0.021
H 2.931 -0.910 0.766
H 1.103 -1.960 -0.508
H -3.219 -1.247 -0.336
H -0.895 2.508 -0.250

[31]
12
Properties=species:S:1:pos:R:3 method="wB97M-V/def2-TZVPD" de_lowest_ev=2.541 smiles="N#CC1=NOC[C@@H]1S" homo_lumo_gap_ev=9.80
N -2.073 -2.584 -0.731
C -1.567 -1.573 -0.506
C -0.934 -0.351 -0.158
N -1.485 0.809 -0.134
O -0.542 1.740 0.234
C 0.599 1.082 0.820
C 0.523 -0.308 0.236
S 1.676 -0.574 -1.111
H 0.540 1.056 1.911
H 1.501 1.673 0.545
H 0.764 -1.111 0.926
H 0.997 0.140 -2.032

[32]
11
Properties=species:S:1:pos:R:3 method="wB97M-V/def2-TZVPD" de_lowest_ev=2.324 homo_lumo_gap_ev=9.06
C 0.610 1.313 -0.139
C 1.378 0.302 -0.641
C -0.015 -0.456 0.857
C -2.799 -1.126 -0.355
N -0.250 0.824 0.790
N 0.975 -0.828 0.014
S -3.444 0.228 -0.097
H 0.627 2.352 -0.389
H 2.147 0.287 -1.381
H -0.534 -1.133 1.503
H 1.306 -1.762 -0.161

[33]
11
Properties=species:S:1:pos:R:3 method="wB97M-V/def2-TZVPD" de_lowest_ev=0.994 homo_lumo_gap_ev=7.76
H 0.202 -1.090 -2.541
N 0.894 -0.849 -1.830
C 0.322 -0.362 -0.797
C -1.085 -0.048 -0.456
C -1.064 0.480 0.785
N 0.237 0.596 1.283
C 1.148 0.074 0.413
S 2.768 -0.106 0.594
H -1.940 -0.281 -1.110
H -1.918 0.753 1.395
H 0.435 0.834 2.264

[34]
11
Properties=species:S:1:pos:R:3 method="wB97M-V/def2-TZVPD" de_lowest_ev=1.144 multiplicity=3 homo_lumo_gap_ev="8.85 / 6.12"
C 2.958 -0.753 -0.078
C -0.174 0.356 -0.032
C 0.322 1.544 -0.374
C 0.727 -0.784 0.391
N 3.906 -1.275 -0.528
N 1.993 -0.301 0.694
S 1.887 2.001 0.185
H -1.167 0.005 -0.467
H -0.214 2.458 -0.699
H 0.143 -1.288 1.244
H 0.835 -1.575 -0.504

[35]
12
Properties=species:S:1:pos:R:3 method="wB97M-V/def2-TZVPD" de_lowest_ev=2.675 smiles="S=[N+]([S-])c1ccc[nH]1" homo_lumo_gap_ev=6.45
S -1.309 -0.563 -2.840
N -1.336 0.303 -1.424
S -2.444 1.512 -1.271
C -0.400 -0.054 -0.461
C 0.783 -0.817 -0.525
C 1.375 -0.589 0.740
C 0.629 0.216 1.523
N -0.496 0.547 0.866
H 1.187 -1.357 -1.395
H 2.275 -1.168 1.034
H 0.703 0.467 2.604
H -0.966 1.504 1.149

[36]
12
Properties=species:S:1:pos:R:3 method="wB97M-V/def2-TZVPD" de_lowest_ev=0.000 charge=+1 smiles="N#C[C@@H]1[NH+]=CNC1=O" homo_lumo_gap_ev=10.58
N 3.248 -0.987 -0.736
C 2.458 -0.597 -0.021
C 1.369 -0.051 0.755
N 0.139 -0.748 0.312
C -0.497 -0.094 -0.581
N 0.080 1.072 -0.776
C 1.113 1.390 0.125
O 1.748 2.352 0.329
H 1.614 -0.174 1.755
H -0.283 -1.519 0.773
H -1.526 -0.275 -1.167
H -0.225 1.744 -1.449

[37]
14
Properties=species:S:1:pos:R:3 method="wB97M-V/def2-TZVPD" de_lowest_ev=5.235 charge=-1 homo_lumo_gap_ev=7.66
C 2.352 -0.343 0.840
C 1.067 -0.725 0.271
C -2.744 0.330 0.243
C -1.808 -0.292 -0.661
N 2.703 0.803 0.379
N 1.698 1.237 -0.352
N 0.708 0.276 -0.527
O -3.282 -0.701 -0.390
O 0.297 -1.680 0.464
O -3.216 1.233 0.898
H 2.865 -0.841 1.691
H -1.511 0.085 -1.562
H -1.235 -1.192 -0.232
H 2.106 1.808 -1.063

[38]
12
Properties=species:S:1:pos:R:3 method="wB97M-V/def2-TZVPD" de_lowest_ev=4.971 homo_lumo_gap_ev=8.37
H -2.499 -0.987 -1.232
N -2.274 -0.046 -0.694
C -1.102 -0.016 -0.179
C -0.150 -1.119 0.226
C 1.197 -1.050 0.174
N 1.662 0.007 -0.672
N 1.265 1.141 -0.750
C 0.279 1.685 0.189
N -0.936 1.288 0.530
H -0.238 -1.825 1.146
H 2.136 -1.690 0.534
H 0.659 2.612 0.728

[39]
13
Properties=species:S:1:pos:R:3 method="wB97M-V/def2-TZVPD" de_lowest_ev=0.000 multiplicity=3 homo_lumo_gap_ev="6.01 / 8.54"
C 1.092 -1.373 -0.856
C 1.870 -0.009 0.824
C -2.512 -0.216 0.429
C 1.172 -0.033 -0.325
N 1.120 -2.412 -1.350
N 2.793 -0.015 1.590
N -3.252 0.591 -0.078
N 0.377 1.014 -0.893
O -1.987 -0.880 1.214
H 2.604 -0.131 2.668
H -3.069 1.220 -0.848
H 0.304 0.896 -1.920
H -0.511 1.349 -0.456

[40]
16
Properties=species:S:1:pos:R:3 method="wB97M-V/def2-TZVPD" de_lowest_ev=0.390 multiplicity=3 homo_lumo_gap_ev="5.78 / 7.65"
C 0.074 -0.202 -0.810
C -1.155 -1.187 2.072
C 0.672 1.113 -2.392
C 0.644 0.188 1.349
N -0.643 -0.576 -1.805
N -0.309 -0.162 2.398
N -0.294 0.289 -2.798
N 0.155 -0.796 0.375
O -2.000 -1.633 2.794
O 1.119 2.016 -2.985
O 1.012 0.804 -1.070
O -1.030 -1.437 0.800
H 0.418 1.192 0.984
H 1.719 0.213 1.517
H 0.025 0.034 3.334
H -0.406 0.144 -3.762